# 1
Here is a structure of composition C27H62Cl14NO2PSi2 at a distorted geometry from OMol25. Energies are from ωB97M-V with the def2-TZVPD basis set.

Atoms and positions in Å:
1 C -1.2052 0.7298 -2.9540
2 C -0.8214 1.8923 -3.9283
3 C -0.3187 3.1979 -3.2342
4 C 0.6186 2.9699 -2.0125
5 C -0.1468 2.7700 -0.6319
6 C 0.5888 1.6341 0.1402
7 C -0.1756 1.1182 1.3947
8 C -1.6678 0.7498 1.1014
9 C -1.9156 -0.7850 1.3860
10 C -1.7134 -1.5852 0.0456
11 C -0.9894 -2.9533 0.3326
12 C -0.4969 -3.5120 -1.0362
13 Si 0.5703 -5.0984 -0.8804
14 C 2.0789 -5.0479 -2.0274
15 N 2.8647 -3.7649 -1.9449
16 O 0.8970 -5.4702 0.7633
17 Si 2.5449 -5.5635 1.1702
18 P 2.7093 -6.1059 3.3417
19 O 3.7491 -7.2376 3.4746
20 H -1.9839 1.0447 -2.2381
21 H -1.6508 -0.0878 -3.5512
22 H -0.2911 0.3857 -2.4412
23 H -1.7195 2.1573 -4.5269
24 H -0.0793 1.4759 -4.6399
25 H -1.1588 3.8483 -2.9333
26 H 0.2176 3.7735 -4.0188
27 H 1.2424 3.8740 -1.8734
28 H 1.2648 2.0915 -2.2006
29 H -0.1610 3.7034 -0.0356
30 H -1.2065 2.5390 -0.8730
31 H 0.7139 0.7816 -0.5522
32 H 1.5551 2.0516 0.4854
33 H -0.1241 1.9096 2.1723
34 H 0.3918 0.2594 1.8119
35 H -1.9319 0.8922 0.0384
36 H -2.3020 1.3623 1.7571
37 H -2.9519 -0.8920 1.7667
38 H -1.2311 -1.1476 2.1724
39 H -1.1147 -0.9671 -0.6519
40 H -2.6832 -1.7652 -0.4589
41 H -1.7539 -3.5915 0.8142
42 H -0.1748 -2.7523 1.0511
43 H 0.0869 -2.7737 -1.6237
44 H -1.3842 -3.7665 -1.6552
45 H -0.2962 -6.1925 -1.3851
46 H 1.6662 -5.0713 -3.0626
47 H 2.7350 -5.9469 -1.9722
48 H 3.7638 -4.0189 -1.5402
49 H 3.1095 -3.5153 -2.9001
50 H 3.3068 -6.5519 0.3933
51 H 3.1573 -4.2334 1.0039
52 H 3.1873 -5.0077 4.1213
53 H 1.4305 -6.4832 3.8486
54 Cl -4.1240 3.8764 1.4372
55 C -5.5175 3.1354 2.2750
56 C -5.2989 2.9727 3.7636
57 Cl -4.0762 1.7366 4.1511
58 H -5.7278 2.1819 1.7925
59 H -6.3671 3.7981 2.1102
60 H -6.2275 2.6535 4.2370
61 H -4.9875 3.9072 4.2207
62 Cl 6.7356 -4.3587 4.9474
63 C 6.2464 -5.9912 5.4830
64 C 5.6982 -5.9868 6.8895
65 Cl 6.9577 -5.6368 8.1019
66 H 7.1101 -6.6473 5.3935
67 H 5.4793 -6.3403 4.7882
68 H 5.2906 -6.9683 7.1283
69 H 4.9051 -5.2504 7.0073
70 Cl -3.6201 5.4138 -4.2489
71 C -4.9802 4.6338 -3.4028
72 C -4.6939 4.4309 -1.9337
73 Cl -3.4308 3.2064 -1.6627
74 H -5.1914 3.6901 -3.9023
75 H -5.8453 5.2856 -3.5240
76 H -5.5922 4.0788 -1.4263
77 H -4.3750 5.3557 -1.4562
78 Cl -1.5189 5.8921 -7.7604
79 C -1.0345 7.3397 -6.8425
80 C 0.4637 7.4322 -6.6694
81 Cl 1.0947 6.1707 -5.5826
82 H -1.5465 7.3164 -5.8819
83 H -1.3945 8.2037 -7.4005
84 H 0.7241 8.3928 -6.2253
85 H 0.9809 7.3455 -7.6231
86 Cl 10.8803 -2.0670 5.4392
87 C 10.4045 -3.6944 5.9885
88 C 9.8651 -3.6857 7.3989
89 Cl 11.1315 -3.3268 8.6018
90 H 11.2704 -4.3477 5.8973
91 H 9.6342 -4.0479 5.3041
92 H 9.4634 -4.6659 7.6448
93 H 9.0696 -2.9528 7.5176
94 Cl -8.6327 5.6584 2.5413
95 C -8.1602 7.1336 3.4227
96 C -6.6701 7.2012 3.6609
97 Cl -6.1201 5.9695 4.8245
98 H -8.7152 7.1595 4.3585
99 H -8.4747 7.9812 2.8147
100 H -6.4061 8.1724 4.0783
101 H -6.1107 7.0647 2.7368
102 Cl -1.5807 -4.3547 -5.1131
103 C -0.6291 -4.0430 -6.5862
104 C 0.7876 -4.5516 -6.4632
105 Cl 1.7338 -3.6078 -5.2854
106 H -0.6528 -2.9729 -6.7837
107 H -1.1337 -4.5539 -7.4057
108 H 1.2972 -4.4659 -7.4224
109 H 0.8116 -5.5958 -6.1568

Forces on the atoms, in the same order (eV/Å):
C -0.1 0.5 -0.8
C -0.6 -0.1 0.5
C 0.5 -0.1 -0.4
C -0.7 0.7 0.5
C 0.5 -0.6 -1.0
C -1.0 0.4 0.6
C 0.2 0.6 -0.4
C 0.6 -1.2 0.9
C -0.6 0.8 -0.9
C 0.4 -0.3 1.2
C -0.7 1.4 -1.2
C 0.4 -0.8 0.4
Si -1.2 0.3 0.0
C 0.3 0.2 -0.5
N 0.2 -0.9 0.0
O 1.9 0.2 -0.9
Si -1.6 0.7 -0.4
P 2.1 -2.3 0.8
O -1.3 1.4 -0.2
H 0.5 -0.2 -0.2
H 0.4 0.2 0.4
H -0.6 -0.1 0.0
H 0.5 -0.2 0.2
H -0.2 0.4 0.4
H 0.3 -0.4 -0.1
H -0.2 -0.2 0.5
H 0.0 -0.6 -0.3
H -0.1 0.5 0.1
H 0.1 -0.4 -0.3
H 0.9 -0.1 0.5
H 0.3 0.4 0.3
H -0.2 -0.5 -0.5
H -0.1 -0.4 -0.4
H -0.4 0.3 -0.2
H 0.1 0.3 0.6
H 0.0 -0.1 -0.5
H 0.5 -0.2 -0.2
H -0.3 0.1 -0.3
H -0.1 -0.4 0.4
H 0.4 0.1 0.2
H 0.6 -0.1 -0.2
H -0.2 -0.3 -0.4
H -0.3 -0.1 0.5
H 0.5 0.1 0.3
H 0.2 -0.2 0.1
H -0.1 -0.2 0.7
H -0.4 0.4 0.0
H -0.1 0.4 0.2
H -0.1 0.2 0.1
H -0.1 -0.2 0.1
H 0.1 0.0 0.0
H -0.8 0.1 -0.3
H 0.2 0.5 0.0
Cl -0.1 0.0 0.3
C -0.2 0.0 0.1
C 0.0 0.0 -0.1
Cl 0.1 -0.1 -0.1
H 0.1 0.0 0.0
H 0.0 0.0 0.1
H 0.0 0.0 -0.1
H 0.1 -0.2 -0.1
Cl 0.0 0.1 0.0
C -0.2 -0.2 -0.1
C -0.1 -0.1 -0.1
Cl 0.0 0.0 0.1
H 0.0 0.1 0.1
H 0.0 0.0 0.0
H 0.1 0.0 -0.1
H 0.1 0.0 0.0
Cl 0.1 0.0 0.0
C -0.2 0.0 0.1
C -0.2 0.0 0.0
Cl -0.3 0.1 -0.3
H 0.1 0.0 0.0
H 0.0 0.0 0.1
H 0.0 0.0 -0.1
H 0.1 0.0 -0.1
Cl 0.0 0.0 0.0
C 0.0 0.1 0.0
C 0.0 0.1 0.0
Cl 0.0 0.0 0.0
H 0.1 -0.1 0.0
H 0.1 0.0 0.0
H -0.1 0.0 0.0
H -0.1 -0.1 0.0
Cl 0.0 0.0 0.0
C -0.1 -0.2 0.0
C -0.1 0.0 -0.1
Cl 0.0 0.0 0.0
H 0.0 0.1 0.1
H 0.0 0.1 0.1
H 0.1 0.0 -0.1
H 0.1 0.0 0.0
Cl 0.0 -0.1 0.0
C 0.0 0.2 0.1
C 0.0 0.2 -0.1
Cl -0.1 0.2 0.1
H 0.0 -0.1 0.0
H 0.1 0.0 0.0
H -0.1 0.0 0.0
H 0.0 -0.1 0.0
Cl 0.0 0.0 0.0
C 0.0 0.0 -0.1
C 0.0 -0.1 -0.2
Cl 0.0 0.1 0.0
H 0.0 0.0 0.1
H 0.1 -0.1 0.0
H 0.0 0.1 0.0
H 0.0 0.1 0.1

- HOMO energy: -9.3 eV
- Net charge: 0
- Kohn-Sham gap: 9.6701 eV
- LUMO energy: 0.3 eV

# 2
Here is the molecule C4H6N2 at a distorted geometry from OMol25. Energies are from ωB97M-V with the def2-TZVPD basis set.

Atoms and positions in Å:
1 C -1.7873 -0.2620 -0.0760
2 C -0.3812 0.2536 0.0281
3 C 0.6719 -0.7492 -0.0402
4 C 1.8319 -0.1091 0.0195
5 N 2.8347 0.5703 0.0984
6 N -0.0084 1.4785 0.1326
7 H -2.5072 0.5304 0.1418
8 H -1.9632 -0.6418 -1.0890
9 H -1.9355 -1.0916 0.6227
10 H 0.5888 -1.8216 -0.1209
11 H 3.4614 -0.2652 0.1188
12 H -0.7898 2.1268 0.1646

Forces on the atoms, in the same order (eV/Å):
C -0.2 0.0 0.0
C -0.2 0.1 0.0
C -0.2 0.0 0.0
C -0.1 0.7 0.1
N 0.1 -1.5 -0.3
N -0.4 -0.2 0.0
H 0.1 -0.1 0.0
H 0.0 0.1 0.2
H 0.0 0.1 -0.1
H -0.1 0.1 -0.1
H 1.0 0.7 0.3
H -0.1 -0.1 0.0

- HOMO energy: -8.1 eV
- Net charge: 0
- Kohn-Sham gap: 8.6645 eV
- SMILES: [H]/N=C(\C)C=C=N
- LUMO energy: 0.5 eV

# 3
Here is a cluster of 2 separate species, C8H4BrN in total at a distorted geometry from OMol25. Energies are from ωB97M-V with the def2-TZVPD basis set.

Atoms and positions in Å:
1 C 1.0543 -1.5336 -0.1757
2 C 0.0445 -0.9061 -0.4095
3 C 2.4955 -1.3304 0.2592
4 C -1.1846 -0.4005 -0.4654
5 C 2.1162 -2.6005 0.1074
6 C -2.2503 0.1196 -0.7647
7 C 3.2558 0.5138 0.8545
8 C -3.6409 0.6274 -0.7935
9 N 3.2351 1.0553 1.9772
10 Br 3.9988 1.3775 -0.6093
11 H -4.4090 0.2313 -0.1737
12 H -3.8754 0.4267 -1.8912
13 H -3.5120 1.7856 -0.6428
14 H 2.6719 0.6340 2.7277

Forces on the atoms, in the same order (eV/Å):
C 2.1 -0.1 0.6
C -1.0 -0.1 -0.2
C 0.1 1.1 1.0
C -1.7 1.4 -1.1
C 1.3 1.7 0.2
C -0.4 -0.8 1.8
C -0.8 -1.7 0.7
C 2.1 2.3 -2.9
N -0.9 -1.3 -1.2
Br 0.1 -0.3 -0.3
H -0.1 -0.5 0.8
H -0.5 0.7 1.3
H -0.7 -2.1 -0.4
H 0.5 -0.2 -0.4

- HOMO energy: -8.4 eV
- Net charge: 0
- Kohn-Sham gap: 7.2419 eV
- LUMO energy: -1.1 eV

# 4
Here is a cluster of 2 separate species, C4H10N4 in total at a distorted geometry from OMol25. Energies are from ωB97M-V with the def2-TZVPD basis set.

Atoms and positions in Å:
1 C -0.4836 -1.5221 -0.1331
2 C -0.7482 0.3795 -1.5331
3 N -0.7302 -0.2350 -0.3474
4 C -0.9201 0.5956 0.8059
5 N -1.7175 0.0241 1.7573
6 C 2.5808 -0.0570 -0.2847
7 N 2.3943 -0.2751 -1.4987
8 N -0.3205 1.7005 0.8526
9 H -2.2223 -0.8169 1.5513
10 H -1.9749 0.5576 2.5729
11 H -0.5027 2.2548 1.6822
12 H -0.2433 -1.8565 0.8569
13 H -0.2478 -2.1462 -0.9717
14 H 1.5290 0.1984 -1.8933
15 H -0.7202 -0.2195 -2.4208
16 H -1.0261 1.4121 -1.5593
17 H 1.9791 0.6144 0.3415
18 H 3.3742 -0.6087 0.2214

Forces on the atoms, in the same order (eV/Å):
C -0.1 -0.5 0.3
C -0.4 0.2 0.3
N 0.4 -0.3 -1.1
C -0.2 0.4 1.2
N 0.0 0.1 0.0
C -0.2 0.2 1.0
N -1.1 0.0 -1.7
N 0.3 0.4 -0.4
H -0.1 -0.1 -0.1
H 0.1 -0.1 -0.2
H -0.2 -0.2 0.1
H -0.1 0.1 0.2
H 0.0 0.0 -0.3
H 1.3 -0.2 0.8
H 0.2 -0.2 -0.1
H 0.0 0.2 0.1
H 0.0 -0.1 -0.2
H 0.2 0.2 0.0

- HOMO energy (alpha / beta): -7.0 / -7.0 eV
- Net charge: 0
- Kohn-Sham gap (alpha / beta): 7.5780 / 7.5729 eV
- LUMO energy (alpha / beta): 0.6 / 0.6 eV

# 5
Here is a structure of composition C21H36BaP2Te at a distorted geometry from OMol25. Energies are from ωB97M-V with the def2-TZVPD basis set.

Atoms and positions in Å:
1 P 2.1412 -4.1880 -2.2282
2 P 1.8814 -3.4601 1.3135
3 C 2.4452 -5.3045 -0.7757
4 C 1.5771 -5.0680 0.4675
5 H 3.5224 -5.2298 -0.5506
6 H 2.2893 -6.3327 -1.1261
7 H 0.4976 -5.2193 0.2826
8 H 1.8529 -5.8344 1.2072
9 C 3.5207 -3.8103 2.0373
10 H 3.8084 -2.9777 2.6934
11 H 4.2986 -3.9590 1.2733
12 H 3.4575 -4.7215 2.6468
13 C 0.7967 -3.3864 2.7406
14 H 1.2869 -3.9336 3.5506
15 H -0.1770 -3.9137 2.5910
16 H 0.7046 -2.3403 3.1634
17 C 3.5447 -4.3976 -3.4830
18 H 3.1587 -4.1761 -4.4871
19 H 3.8807 -5.4380 -3.4661
20 H 4.4280 -3.7696 -3.3175
21 C 1.3823 -5.6563 -3.2347
22 H 0.4757 -6.0205 -2.7347
23 H 2.1118 -6.4749 -3.2859
24 H 1.1403 -5.3116 -4.2511
25 Ba -1.3016 -1.6628 1.8653
26 C 2.5478 -2.3389 -0.2011
27 C 3.1933 -2.8020 -1.4598
28 C 3.3056 -1.6229 -2.4499
29 C 2.0751 -1.5408 -3.4187
30 C 1.3350 -2.8322 -3.5140
31 C 0.4872 -3.3922 -2.4768
32 C 0.1248 -2.7013 -1.1403
33 C 1.1677 -1.7220 -0.5359
34 C -1.2008 0.0210 -0.6358
35 H 3.2176 -1.6308 0.3076
36 H 4.1792 -3.2405 -1.2570
37 H 4.2422 -1.6817 -3.0230
38 H 3.3650 -0.6847 -1.8772
39 H 1.4165 -0.7114 -3.1005
40 H 2.4713 -1.2654 -4.4042
41 H 1.1551 -3.2208 -4.5153
42 H -0.3207 -4.0713 -2.7748
43 H -0.1063 -3.5125 -0.4125
44 H -0.8108 -2.1525 -1.2934
45 H 1.3132 -0.8739 -1.1935
46 H 0.7693 -1.2337 0.3722
47 H -2.1183 0.4282 -0.2032
48 H -1.3592 -0.1828 -1.6971
49 H -0.3927 0.7556 -0.5553
50 Te -0.0336 -0.0346 4.3232
51 C -0.8644 1.3404 2.9621
52 C 0.0778 2.2341 2.4033
53 C -0.3230 3.0751 1.3577
54 C -1.6567 3.0484 0.9109
55 C -2.6007 2.2370 1.5288
56 C -2.2409 1.4084 2.5951
57 H 1.0887 2.2666 2.8189
58 H 0.3881 3.7593 0.9034
59 H -1.9360 3.6796 0.0572
60 H -3.6416 2.2397 1.1568
61 H -2.9902 0.8360 3.1692

Forces on the atoms, in the same order (eV/Å):
P -0.6 -0.9 -4.9
P 3.6 -2.5 -2.8
C 0.6 -0.6 0.4
C -0.2 -0.6 0.7
H -0.3 -0.1 0.3
H -0.1 0.2 0.3
H 0.5 0.1 -0.1
H -0.2 0.1 0.1
C -0.1 -0.1 0.8
H 0.1 -0.2 -0.2
H -0.5 0.2 0.1
H 0.1 0.2 0.0
C -0.6 0.3 1.0
H 0.1 -0.1 -0.1
H 0.8 0.3 -0.1
H 0.1 -0.7 -0.1
C 1.5 -0.8 0.2
H 0.1 -0.2 0.5
H 0.3 -0.1 -0.2
H -0.1 -0.1 -0.1
C -0.2 -0.6 0.0
H 0.0 -0.2 -0.2
H -0.3 0.0 -0.2
H 0.0 -0.3 0.3
Ba -1.0 1.7 -2.0
C -2.2 2.1 1.2
C -0.7 -0.7 0.3
C -0.4 0.6 0.4
C 0.1 0.5 0.1
C 0.8 0.8 -1.7
C 0.5 -0.7 4.6
C -0.9 0.7 -0.4
C 0.2 0.4 -0.1
C -0.4 -0.4 1.3
H -0.4 0.1 0.3
H -0.2 0.0 -0.1
H -0.4 -0.2 0.2
H 0.2 0.0 -0.1
H 0.3 0.0 -0.2
H -0.2 0.0 0.1
H -0.2 0.3 0.2
H 0.4 0.3 0.1
H 0.0 0.3 -0.4
H 0.2 0.3 0.4
H -0.2 0.0 -0.1
H 0.0 0.0 -0.2
H -0.1 0.6 -0.4
H -0.1 -0.2 0.1
H -0.2 0.1 0.1
Te -0.1 -0.2 0.7
C -0.2 0.6 0.0
C -0.9 0.1 -0.6
C -0.5 -0.3 0.5
C 0.4 0.2 -0.2
C -0.5 0.2 0.0
C 1.2 -0.2 0.1
H -0.3 -0.1 -0.4
H -0.1 -0.1 0.0
H 0.0 -0.4 0.4
H 0.7 0.1 0.3
H 0.4 0.2 -0.4

- HOMO energy (alpha / beta): -4.2 / -4.2 eV
- Net charge: 0
- Kohn-Sham gap (alpha / beta): 3.0093 / 3.0076 eV
- LUMO energy (alpha / beta): -1.2 / -1.2 eV

# 6
Here is a cluster of 9 separate species, C16H48N3O11 in total at a distorted geometry from OMol25. Energies are from ωB97M-V with the def2-TZVPD basis set.

Atoms and positions in Å:
1 N 0.5583 -0.1853 1.9259
2 O -0.3856 -0.8702 1.4891
3 O 1.3128 0.4233 1.2271
4 O 0.7567 -0.2087 3.1591
5 C -2.8462 -3.5866 6.5426
6 O -1.6070 -3.0059 6.6841
7 H -2.8420 -4.5368 6.0086
8 H -3.3212 -3.7410 7.5115
9 H -3.4933 -2.8604 6.0509
10 H -1.3186 -2.5925 5.8670
11 C -1.0605 -6.6919 0.1079
12 O 0.1192 -5.9079 0.3608
13 H -1.6222 -6.3127 -0.7458
14 H -0.8387 -7.7523 -0.0123
15 H -1.7880 -6.6802 0.9196
16 H -0.1016 -4.9915 0.5427
17 C 5.3385 -2.5788 3.2550
18 O 5.2503 -2.9784 4.6233
19 H 6.3412 -2.6643 2.8361
20 H 4.7200 -3.2150 2.6219
21 H 5.0841 -1.5192 3.2320
22 H 4.4533 -2.5909 4.9926
23 C -1.2246 4.7205 5.0503
24 O -1.6156 5.8854 5.2303
25 N 0.0528 4.3999 4.8174
26 N -2.0120 3.7239 4.9375
27 H 0.7426 5.1347 4.7514
28 H 0.1810 3.4380 4.5375
29 H -3.0146 3.8269 5.0040
30 H -1.5968 2.8033 4.9235
31 C -0.0402 -2.1903 -4.4174
32 C 1.1674 -3.0756 -4.8570
33 C 2.3155 -2.6859 -4.0007
34 O 0.7184 -4.4360 -4.5557
35 H 0.2074 -1.1775 -4.0994
36 H -0.4612 -2.6851 -3.5422
37 H -0.8935 -2.1702 -5.0953
38 H 1.4713 -2.9333 -5.8941
39 H 2.4094 -1.6095 -3.8564
40 H 3.2300 -3.2133 -4.2721
41 H 2.0609 -3.0493 -3.0051
42 H 0.7185 -4.5300 -3.6003
43 C -8.8552 -0.8346 -2.4153
44 C -7.9797 -0.7725 -1.1826
45 C -6.7754 0.2075 -1.3262
46 O -8.7390 -0.1017 -0.1634
47 H -8.9996 0.1519 -2.8558
48 H -9.8151 -1.2650 -2.1301
49 H -8.3847 -1.2469 -3.3080
50 H -7.6569 -1.7464 -0.8148
51 H -6.9999 1.2726 -1.2697
52 H -6.2780 0.1299 -2.2931
53 H -6.0389 0.0340 -0.5416
54 H -9.5720 -0.5768 -0.1191
55 C 0.0973 5.7569 -0.3951
56 C -1.1471 4.9328 -0.7603
57 C -2.1867 5.7723 -1.5219
58 O -0.6571 3.9560 -1.6072
59 H -0.1338 6.4804 0.3867
60 H 0.4500 6.3210 -1.2585
61 H 0.8690 5.0453 -0.1014
62 H -1.6343 4.4174 0.0674
63 H -2.7245 6.3090 -0.7404
64 H -2.8872 5.2069 -2.1365
65 H -1.6965 6.5427 -2.1171
66 H -0.1590 3.3532 -1.0503
67 C 6.9263 1.7121 -3.4153
68 C 7.3143 1.0624 -2.0947
69 C 8.7986 0.9888 -1.8257
70 O 6.7161 1.8221 -0.9671
71 H 7.3786 1.1390 -4.2247
72 H 7.3331 2.7015 -3.6242
73 H 5.8368 1.6999 -3.3868
74 H 7.0802 0.0047 -1.9735
75 H 9.2306 0.3155 -2.5660
76 H 9.0408 0.7321 -0.7944
77 H 9.2070 1.9768 -2.0382
78 H 5.9156 1.3700 -0.6905

Forces on the atoms, in the same order (eV/Å):
N -1.2 -2.1 2.3
O -0.5 0.0 -0.9
O 1.6 1.8 -2.5
O 0.0 0.3 1.2
C -1.4 0.4 -0.3
O 1.5 0.2 0.7
H 0.0 -0.1 -0.2
H 0.4 -0.1 0.2
H -0.4 -0.3 -0.4
H -0.1 -0.1 -0.1
C -0.3 0.7 0.3
O -0.3 -1.1 -0.2
H 0.2 -0.1 -0.4
H 0.6 0.3 -0.3
H 0.1 0.3 0.5
H -0.3 0.0 0.0
C -0.2 0.3 0.3
O 0.6 -0.4 -0.1
H 0.3 -0.2 0.6
H -0.4 0.3 0.0
H -0.3 -0.1 -0.7
H 0.0 0.0 -0.1
C 1.1 5.3 -0.2
O 0.3 -0.5 0.2
N 1.3 -0.4 0.2
N -3.3 -4.4 0.0
H -0.2 -0.5 -0.1
H 1.0 0.5 -0.2
H 0.4 0.0 0.1
H -0.7 -0.1 -0.1
C -0.2 -0.3 -0.1
C -2.0 0.6 1.1
C 0.5 -0.6 1.3
O 0.9 0.4 -1.5
H 0.1 0.0 -0.3
H 0.2 0.1 0.3
H 0.3 0.0 -0.4
H -0.6 -0.7 -0.2
H 0.4 -0.1 -0.5
H 0.2 0.4 -0.1
H 0.1 0.0 0.4
H 0.1 0.1 0.1
C 0.5 0.5 -0.7
C 0.7 2.6 0.0
C 0.5 -0.7 -0.4
O -0.3 -0.6 0.2
H -0.4 0.5 0.8
H 0.0 -0.3 -0.6
H 0.0 -1.2 0.3
H 0.1 -0.1 -0.2
H -0.8 -0.2 0.2
H 0.2 -0.5 0.0
H 0.0 -0.2 -0.1
H -0.3 0.1 0.3
C -0.9 0.2 0.6
C 0.1 1.1 -0.7
C 0.4 0.3 0.9
O 0.1 -1.6 -1.3
H 0.3 0.0 0.3
H -0.1 -0.2 -0.1
H 0.1 0.3 0.3
H 0.0 0.4 0.5
H -0.4 0.1 -0.1
H 0.2 -0.2 0.2
H 0.0 -0.2 -0.3
H 0.2 -0.4 -0.2
C 0.2 -0.9 0.3
C 0.4 0.7 2.0
C 0.3 1.2 -0.7
O 0.6 -0.7 -1.1
H -0.6 -0.5 -0.2
H -0.2 0.3 0.8
H 0.0 0.2 -0.8
H -1.2 0.0 -0.5
H 0.2 -0.2 0.2
H -0.1 -0.3 -0.2
H 0.3 0.1 0.2
H -0.1 0.0 0.0

- HOMO energy: -4.9 eV
- Net charge: -1
- Kohn-Sham gap: 7.1071 eV
- LUMO energy: 2.2 eV